{"formula": "C10H14N5", "method": "ωB97M-V with the def2-TZVPD basis set", "elements": ["N", "N", "C", "C", "C", "C", "C", "C", "C", "N", "N", "N", "C", "C", "C", "H", "H", "H", "H", "H", "H", "H", "H", "H", "H", "H", "H", "H", "H"], "coordinates": [[2.4685, -0.3480, 0.3272], [-0.8261, 1.3815, 2.0659], [3.1181, -0.8441, 1.3606], [-1.3656, -0.5172, -2.2362], [-0.7577, 0.7459, -2.1631], [0.0753, 0.7027, 2.7654], [1.2090, 0.1068, 2.1546], [-0.6914, 1.4002, 0.7379], [1.3089, 0.2411, 0.7907], [-0.0673, 0.7856, 4.1233], [2.3896, -0.5583, 2.5299], [0.3575, 0.8833, 0.1093], [-0.7428, -1.7168, -1.5610], [-2.5666, -0.6815, -3.1111], [0.4790, 1.0029, -1.3913], [4.0312, -1.4089, 1.2513], [-1.1434, 1.5235, -2.7938], [-1.4213, 1.8630, 0.1411], [0.8037, 0.8196, 4.6627], [-0.8350, 1.3951, 4.3455], [2.6763, -0.8250, 3.4648], [0.3315, -1.5628, -1.3701], [-1.1935, -1.8288, -0.5620], [-0.9663, -2.6035, -2.1596], [-3.3480, -1.2238, -2.5739], [-2.9647, 0.2938, -3.4181], [-2.3644, -1.2792, -3.9987], [1.1863, 0.2702, -1.7924], [0.8191, 1.9828, -1.6988]], "forces_ev_per_angstrom": [[-0.208, 0.136, -0.659], [-0.258, -0.531, -1.905], [-3.051, 1.633, 0.429], [2.019, 2.952, -0.272], [-2.194, -3.327, 0.110], [1.285, 0.590, 2.142], [0.542, -0.259, -0.006], [0.824, -0.535, 2.024], [2.028, -1.262, 0.924], [0.858, -0.453, -1.035], [0.388, -0.461, -0.350], [-0.269, 0.301, -2.493], [-0.531, 0.670, 0.359], [-0.343, 0.042, 0.296], [0.067, -0.315, -1.006], [0.026, 0.088, 0.512], [-0.242, 0.389, 0.048], [-0.834, 0.569, -0.653], [-0.943, -0.035, -0.045], [0.013, 0.191, 0.640], [-0.203, 0.032, -0.241], [-0.299, -0.328, -0.378], [-0.048, -0.267, -0.247], [0.327, -0.027, 0.270], [-0.091, 0.064, 0.030], [0.099, -0.320, 0.036], [0.231, -0.022, -0.064], [0.396, 0.187, 0.921], [0.412, 0.298, 0.612]], "lumo_energy_ha": -0.1399, "total_energy_ha": -663.01487, "max_force_ha_per_bohr": 0.0775, "smiles": "CC(C)=CC[n+]1cnc(N)c2[nH]cnc21", "homo_energy_ev": -12.2, "homo_lumo_gap_ev": 8.35, "de_lowest_kcal_mol": 0.0, "charge": 1}